The following is a quantum chemistry calculation of C25H30N2O3 in the gas phase, from the OMol25 dataset.

Output
Frontier orbital gap   9.05 eV
Relative energy (zero: lowest compared OMol25 entry of this formula, charge and spin)   4.04 kcal per mole
E   -1305.922255 Eh
Largest force on an atom   1.2 eV/A
HOMO   -8.43 eV
Molar mass   406.526 g/mol

Element x y z (Å)
H -1.86 1.80 4.75
H 4.23 4.58 0.99
H -0.38 0.95 3.01
O -1.18 1.79 5.44
C 1.80 2.51 2.32
C -1.27 1.58 -1.55
C -1.04 -5.00 -1.74
C 0.79 -3.33 -2.12
H 0.59 3.07 4.02
C 3.46 3.80 0.96
H -3.15 -4.10 -0.22
H 0.33 3.97 1.72
C -0.26 0.77 5.14
H -0.36 -5.82 -2.00
H 3.72 3.20 3.02
C 0.99 2.52 -1.07
H -2.36 -3.21 -3.31
O 1.50 2.74 -2.15
H -1.46 2.50 -2.08
O -2.60 -1.73 -0.70
C 0.29 0.26 -0.24
C -1.34 -2.91 -3.12
H -2.33 -4.05 1.35
C 2.92 3.55 2.37
H 2.21 1.57 1.92
H -3.18 0.70 -2.01
H 0.80 -0.38 -3.78
C 1.22 2.23 3.71
N -0.64 -2.01 0.32
H 2.52 4.48 2.78
H 3.92 2.89 0.58
H 2.29 -1.83 -2.44
C 0.44 -1.32 -3.39
C 0.40 0.94 3.77
H 1.92 5.18 0.33
H -0.75 -0.21 5.20
C 2.34 4.22 0.02
C -1.90 -0.57 -0.85
C -0.66 -0.75 -0.21
H 2.69 4.30 -1.01
H 2.04 2.16 4.43
H 1.25 0.12 0.23
C 0.72 3.01 1.35
N 1.28 3.22 0.04
H -1.42 -5.93 0.16
H 1.04 0.08 3.58
H -0.11 2.30 1.28
C -1.76 -2.54 -0.01
C -0.86 -1.72 -3.64
H 1.44 -3.95 -1.53
C -2.23 0.59 -1.52
C -0.52 -3.72 -2.34
C -0.03 1.43 -0.91
H 0.49 0.82 5.93
C 1.27 -2.13 -2.63
H -0.18 -4.66 0.21
H -1.51 -1.10 -4.24
H -2.02 -5.24 -2.16
C -2.19 -3.93 0.27
C -1.15 -4.94 -0.21

The following is a quantum chemistry calculation of C25H30N2O4 in the gas phase, from the OMol25 dataset.

Output
Frontier orbital gap   9.24 eV
Relative energy (zero: lowest compared OMol25 entry of this formula, charge and spin)   9.08 kcal per mole
E   -1381.152448 Eh
Largest force on an atom   0.7 eV/A
HOMO   -8.64 eV
Molar mass   422.525 g/mol

Element x y z (Å)
C -3.94 0.33 1.40
H 5.55 0.12 -2.31
H -8.84 -2.34 -2.38
H -0.26 2.15 2.18
C 7.07 -1.94 1.00
H -2.14 0.29 2.57
H -6.38 0.90 -0.89
H -1.49 2.17 -1.58
H -1.21 4.14 0.06
H -5.70 -2.57 1.49
C -6.16 -0.90 0.24
H -0.51 0.30 0.64
H -0.19 0.97 -1.71
H 8.03 -1.44 0.82
H 5.69 -2.31 -1.63
C -0.43 3.56 0.56
C -5.80 0.39 -0.14
H 0.29 4.24 1.01
C 5.63 -3.62 0.10
C -2.77 1.02 2.02
H 0.64 3.35 -1.30
C 4.67 0.52 -1.83
C -4.70 0.99 0.43
C 0.28 2.70 -0.49
H -3.73 -1.48 2.52
H 3.72 1.10 -3.65
N -2.00 1.76 1.03
C -1.31 0.86 0.12
H -3.14 1.74 2.76
H 4.24 -2.07 -0.62
O -7.99 -0.84 -1.24
H -4.40 1.99 0.14
H 1.75 2.02 -2.58
C 3.65 1.07 -2.57
H -2.04 0.14 -0.27
H 5.52 -4.48 -0.56
N 6.03 -1.32 0.19
C 3.46 1.04 0.18
H 7.75 -3.55 -0.27
C -4.31 -0.96 1.77
O 6.26 0.65 1.24
H 3.39 1.06 1.26
C -5.41 -1.57 1.20
O 1.39 2.09 0.16
C 7.07 -3.41 0.56
C 5.69 -0.03 0.41
H -1.59 3.31 2.35
C 2.42 1.59 -0.57
C 5.31 -2.30 -0.60
O -7.67 -2.72 -0.06
C 4.57 0.50 -0.44
H 7.35 -4.08 1.37
H 6.82 -1.83 2.06
H 4.97 -3.76 0.96
C -9.13 -1.44 -1.83
C -7.33 -1.60 -0.34
H -9.54 -0.70 -2.51
C -0.70 1.65 -1.03
H -9.86 -1.71 -1.07
C -1.06 2.68 1.64
C 2.52 1.60 -1.96

The following is a quantum chemistry calculation of C25H30N2O6 in the gas phase, from the OMol25 dataset.

Output
Frontier orbital gap   8.17 eV
Relative energy (zero: lowest compared OMol25 entry of this formula, charge and spin)   75.48 kcal per mole
E   -1531.584784 Eh
Largest force on an atom   1.5 eV/A
HOMO   -8.30 eV
Molar mass   454.523 g/mol

Element x y z (Å)
H -1.86 4.79 1.00
H -3.56 3.22 0.10
N 0.25 1.36 -1.65
H -6.57 -1.16 0.89
H 6.69 0.19 0.18
H -1.78 -1.04 0.68
C -3.56 -2.84 1.30
H 7.37 -0.53 1.66
H -2.63 -2.63 1.83
C 5.28 -0.80 1.41
H -3.02 1.60 -0.41
H 6.42 0.97 1.74
H -1.09 -2.75 -3.89
C 6.52 0.00 1.24
H -4.60 -1.36 2.45
H -0.36 0.77 0.26
H 0.23 -0.84 -3.06
C -1.25 -2.38 -2.88
H 3.79 1.11 -2.25
O 1.98 2.21 -2.93
H -1.73 1.48 -2.22
H -1.97 3.92 -1.63
O 0.89 -1.70 1.21
C 3.69 -2.27 1.92
C -3.05 1.89 1.72
C 3.17 -1.25 1.14
C -4.53 -1.66 1.40
C -2.84 2.41 0.30
H -2.76 -3.83 -2.40
C 1.80 -1.07 0.69
H -0.59 2.53 -3.11
O 4.15 -0.37 0.85
H -0.17 4.23 1.07
C -0.72 -0.83 -1.14
H -4.09 1.59 1.87
C 1.53 -0.08 -0.36
H -4.13 -0.82 0.83
C -2.18 -2.99 -2.07
C -0.51 -1.31 -2.43
C 0.11 0.34 -0.63
O -2.78 2.88 2.68
C -1.66 -1.42 -0.32
H -0.75 2.51 2.72
C -5.91 -2.02 0.86
H -2.40 1.02 1.89
H -5.83 -2.37 -0.16
H -4.02 -3.73 1.74
C -1.16 3.32 -1.19
C 2.33 0.55 -1.25
O 3.63 0.48 -1.52
H 3.14 -3.10 2.30
N -1.47 2.88 0.16
H -0.26 3.93 -1.14
C 1.52 1.49 -2.07
C -0.86 2.14 -2.13
H -1.32 4.10 3.31
H -6.35 -2.81 1.46
O -3.30 -3.21 -0.04
H 5.77 -2.55 2.63
C 5.05 -1.98 2.09
C -1.46 3.34 2.55
C -1.21 3.91 1.15
C -2.38 -2.52 -0.77

The following is a quantum chemistry calculation of C25H30N4O2S in the gas phase, from the OMol25 dataset.

Output
Frontier orbital gap   8.31 eV
Relative energy (zero: lowest compared OMol25 entry of this formula, charge and spin)   60.40 kcal per mole
E   -1738.312837 Eh
Largest force on an atom   1.0 eV/A
HOMO   -7.78 eV
Molar mass   450.608 g/mol

Element x y z (Å)
H -5.65 -0.92 -1.51
H 7.19 2.30 1.77
C -2.06 -1.79 -1.15
C 7.26 0.21 2.20
C -5.90 -0.75 0.60
C -6.89 -1.86 0.68
C 5.95 1.18 0.44
C 1.67 -0.20 -2.43
H -1.96 2.88 -1.69
H 0.19 2.22 -1.32
C -5.50 -0.06 1.74
H 1.06 0.02 -3.31
C -1.66 -0.63 0.88
H 2.11 -1.53 -0.11
H 5.54 -2.17 0.52
C -4.02 1.28 0.44
H 2.03 1.50 0.33
C 5.48 -0.07 0.08
H -1.24 0.18 1.46
C -4.56 0.95 1.66
H -7.80 -1.59 0.15
H -2.68 -1.49 2.56
H -1.91 -1.93 -2.21
H 2.14 1.90 -2.10
C -4.41 0.62 -0.71
H 3.36 1.02 -3.04
H 4.16 -1.25 -1.14
N 3.46 0.77 -0.98
C 4.52 -0.21 -1.08
C -0.50 0.16 -1.27
C -3.06 -2.55 0.73
N 0.81 -0.47 -1.30
H 3.18 0.35 1.04
H 7.95 0.32 3.02
O -3.48 3.81 0.02
C 1.56 -0.58 -0.07
C 5.90 -1.19 0.79
H 7.12 -1.92 2.38
H 0.88 -0.64 0.77
H 5.07 0.00 -2.01
H -7.15 -2.10 1.71
C -1.43 -0.74 -0.49
H 2.23 -1.12 -2.63
H -4.23 1.49 2.54
C 6.79 -1.05 1.84
C 6.83 1.32 1.49
H -0.85 0.17 -2.30
O -2.00 2.55 1.54
N -1.88 2.17 -0.97
N -2.86 -2.67 -0.57
H -0.32 1.70 0.29
S -2.81 2.59 0.35
C -2.49 -1.55 1.50
C 2.68 0.94 -2.19
C -5.35 -0.39 -0.62
H -3.98 0.90 -1.66
C 2.57 0.56 0.15
H 5.60 2.04 -0.11
C -0.55 1.63 -0.77
H -5.93 -0.32 2.70
H -6.49 -2.75 0.20
H -3.71 -3.29 1.17